Density functional theory data (ωB97M-V/def2-TZVPD) for a structure of composition FeH12O6 in a non-equilibrium geometry.

Multiplicity: 10
Electronic energy (hartree): -1720.54646
⟨S²⟩: 24.769
Net charge: +3
HOMO level (alpha / beta) (Eh): -0.5987 / -0.8160
LUMO level (alpha / beta) (hartree): -0.3688 / -0.6800
ΔE to the lowest compared entry with this formula, charge and spin (kJ/mol): 0.00

Last column: natural (NBO) charge in e.
Positions of all 19 atoms, in Å:
1 Fe 0.0944 0.0320 -0.0454  0.9820
2 O -2.3644 -1.3963 -0.5193  -0.8398
3 H -2.6767 -2.2909 -0.3840  0.5250
4 H -2.9006 -1.0611 -1.2379  0.5091
5 O -0.3228 -0.5011 2.7463  -0.2939
6 H -0.0950 -1.3164 3.1930  0.5287
7 H -0.5986 0.0882 3.4484  0.5251
8 O -0.1160 0.5154 -2.8821  -0.3000
9 H 0.0126 -0.2097 -3.4935  0.5271
10 H -0.2592 1.2787 -3.4418  0.5307
11 O 2.4620 1.3633 0.6907  -0.8836
12 H 3.1142 1.7303 0.0939  0.5215
13 H 2.8196 1.5225 1.5642  0.5168
14 O 1.6469 -2.2941 -0.4243  -0.9666
15 H 1.5280 -3.0095 -1.0491  0.5166
16 H 2.3443 -2.5968 0.1572  0.5163
17 O -1.3948 2.3957 0.3788  -0.9430
18 H -1.5251 2.6124 1.3020  0.5038
19 H -1.7688 3.1374 -0.0969  0.5243